(1)
240
Properties=species:S:1:pos:R:3:forces:R:3:mulliken_charge:R:1 method="wB97M-V/def2-TZVPD" homo_lumo_gap_ev=9.72 lumo_energy_ev=-0.001 de_lowest_kcal_mol=43.0
C -2.9691 -1.3203 5.6507 0.5 0.4 -1.3 -0.726
C -2.1817 -1.3515 4.2677 -0.4 0.5 1.0 0.044
C -3.1697 -0.8296 3.2312 0.3 -0.9 -0.2 1.153
S -4.1074 0.4655 3.8967 -0.2 0.1 2.8 0.991
O -5.5166 0.1736 3.7670 0.2 0.0 -0.2 -0.764
O -3.6501 1.7872 3.5353 0.3 0.3 -0.5 -0.431
C -3.5834 0.0867 5.6749 -1.4 -0.7 -1.1 -0.538
H -2.3368 -1.4623 6.5148 0.3 0.0 0.0 0.463
H -3.6830 -2.1491 5.6483 -0.3 0.3 -0.1 0.376
H -1.9766 -2.3477 3.9346 0.4 -0.8 0.2 0.462
H -1.2147 -0.7956 4.2602 -0.8 -0.1 0.2 -0.570
H -3.9348 -1.5865 3.0633 0.1 -0.2 -0.3 0.104
H -2.6453 -0.5677 2.3396 0.0 0.3 -0.8 -0.888
H -4.5197 0.1898 6.2403 0.4 0.0 0.0 0.539
H -2.8351 0.7936 5.9613 0.4 0.6 0.2 -0.076
C 2.6106 -2.4073 -4.2207 -0.1 -0.1 0.9 -1.024
C 3.9519 -2.9241 -3.7430 -0.2 -0.9 0.2 -0.196
C 4.9162 -1.7765 -4.0336 1.5 -0.8 -0.8 -0.962
S 3.9869 -0.2745 -3.8271 1.1 0.4 3.6 1.131
O 4.0212 0.4809 -5.0178 0.2 1.2 -1.8 -0.751
O 4.3682 0.3708 -2.5452 -0.4 -0.7 -1.6 -0.448
C 2.4341 -1.0231 -3.6123 -1.2 -0.2 -0.5 2.376
H 1.8197 -3.0771 -3.9533 -0.6 -0.3 0.4 0.358
H 2.5967 -2.3730 -5.2720 0.0 0.3 -1.5 0.547
H 4.1506 -3.9267 -4.2093 0.4 1.1 0.2 0.505
H 3.8597 -3.1143 -2.6640 0.3 0.2 -0.1 -0.178
H 5.2556 -1.7507 -5.0874 -0.4 -0.1 0.3 0.437
H 5.8534 -1.7859 -3.4560 -0.6 0.2 0.2 0.456
H 1.6734 -0.4222 -4.1834 0.6 -0.4 1.0 -0.834
H 2.3443 -1.0978 -2.5208 -0.5 0.1 -0.4 -1.342
C 1.5856 -5.2238 2.5071 -1.5 -0.4 1.5 -0.164
C 2.2461 -6.1757 1.5301 -0.2 1.3 -0.8 -0.868
C 1.9394 -5.6652 0.1132 -1.5 0.7 -0.1 -0.346
S 1.9190 -3.8363 0.3246 0.6 -0.8 0.9 0.996
O 0.7164 -3.2262 -0.2162 0.1 -0.3 -0.1 -0.733
O 3.1958 -3.3470 -0.1525 0.4 0.5 -0.3 -0.601
C 1.8618 -3.7929 2.1496 -0.4 1.2 -0.8 0.637
H 1.8049 -5.4623 3.5581 0.6 0.2 -0.3 0.460
H 0.5057 -5.2867 2.5420 -0.4 -0.7 -0.5 -0.135
H 2.0733 -7.2048 1.7438 -0.5 -0.7 -0.2 0.489
H 3.2927 -6.0237 1.5653 1.4 0.0 0.6 0.399
H 0.8932 -5.8459 -0.2428 1.0 -0.4 0.2 -0.130
H 2.7449 -5.8428 -0.6083 -0.5 -0.1 0.0 0.544
H 1.0388 -3.0266 2.3109 1.0 -1.1 0.3 -0.210
H 2.8290 -3.5061 2.5655 -0.2 0.4 -0.5 -0.518
C 7.0733 5.7894 -3.0681 1.1 -2.7 0.0 -0.799
C 6.1064 4.5534 -3.2781 -1.5 1.6 1.9 -0.621
C 6.3735 3.3713 -2.3623 1.8 0.0 0.1 -0.187
S 7.4975 4.0940 -1.0630 0.8 -0.9 -2.4 0.986
O 8.8089 3.6624 -1.5109 0.0 -0.3 0.7 -0.687
O 7.0728 3.9214 0.2890 -0.2 -0.1 0.8 -0.549
C 7.4491 5.7810 -1.5947 0.5 0.3 -0.1 -0.497
H 6.7004 6.7468 -3.3952 -0.2 0.0 -0.2 0.382
H 7.9435 5.4385 -3.6396 0.2 0.9 0.0 0.315
H 6.1755 4.1794 -4.2582 -0.4 0.0 -1.4 0.450
H 5.0937 4.8765 -2.9473 0.4 0.0 -1.0 0.128
H 6.9708 2.5937 -2.8776 0.1 0.5 0.5 0.472
H 5.4905 2.8532 -2.0448 -0.5 0.2 0.7 -0.004
H 8.3440 6.3151 -1.2310 0.1 -0.6 -0.6 0.531
H 6.6949 6.2209 -1.0437 -2.1 0.9 1.2 0.111
C -2.1844 -7.6190 -5.5249 -0.3 0.7 -0.5 -0.593
C -1.0300 -7.9773 -4.6189 0.1 0.0 1.3 -0.917
C -1.2898 -7.0824 -3.3616 2.4 -0.5 -0.8 0.091
S -2.9303 -7.4764 -2.9292 -1.2 -0.4 0.5 0.882
O -3.5259 -6.3562 -2.2006 0.3 -0.7 -0.6 -0.411
O -3.0291 -8.8206 -2.3528 0.3 1.5 -0.7 -0.747
C -3.4760 -7.5235 -4.7028 0.3 0.4 0.9 -0.555
H -2.2166 -8.2646 -6.3739 -0.5 -0.8 -0.4 0.411
H -2.0939 -6.6266 -5.9999 0.6 -0.2 0.5 0.180
H -0.0644 -7.8436 -5.0325 0.9 1.3 -0.7 0.467
H -0.8411 -9.0449 -4.3777 -1.4 0.3 0.3 0.337
H -1.2333 -6.0188 -3.6746 -0.3 -0.5 0.3 -0.192
H -0.5180 -7.2787 -2.5994 -0.8 0.1 0.1 0.342
H -3.9914 -6.5638 -4.8681 -0.1 -0.6 0.0 0.169
H -4.0999 -8.3973 -4.7795 -0.4 -0.1 0.0 0.464
C -6.5083 -3.8017 -2.5003 -0.4 1.3 -0.3 -0.290
C -7.3155 -3.4650 -3.8176 1.0 0.3 0.6 -0.693
C -8.1409 -2.1807 -3.6872 0.8 1.4 -0.4 -0.642
S -7.8593 -1.6068 -1.9857 -1.0 -2.4 0.2 1.062
O -8.8586 -2.2757 -1.1621 0.1 0.8 -0.2 -0.732
O -7.6330 -0.1948 -1.8847 -0.2 0.8 0.0 -0.681
C -6.3561 -2.5208 -1.7162 -0.3 1.9 -0.2 0.828
H -5.5194 -4.0781 -2.7708 0.8 -0.8 -0.4 -0.405
H -6.9282 -4.5311 -1.8483 -0.5 -0.7 0.2 0.615
H -7.9814 -4.2496 -4.1546 0.3 -0.4 0.0 0.577
H -6.5057 -3.2688 -4.5091 -0.3 -0.3 -0.6 -0.001
H -9.1839 -2.4652 -3.8459 0.0 0.8 0.2 0.431
H -7.7686 -1.2904 -4.3275 -0.8 -1.7 0.7 0.284
H -6.3279 -2.5620 -0.6453 0.1 -0.5 0.6 0.628
H -5.5998 -1.7672 -1.9823 0.2 -0.9 -0.4 -1.077
C -0.3156 3.5771 -3.6007 0.2 -1.2 0.3 -0.612
C 1.1323 3.5970 -3.9712 2.1 -0.3 0.3 0.166
C 1.2273 3.3009 -5.4609 1.2 -1.1 -1.1 -0.884
S -0.0296 2.0241 -5.7244 0.5 0.8 1.1 1.068
O 0.5121 0.6938 -5.6243 0.5 -0.7 -0.7 -0.574
O -0.8331 2.4236 -6.8414 -0.4 -0.2 -0.4 -0.786
C -0.8209 2.2575 -4.1445 -0.7 -1.2 0.6 0.613
H -0.7574 4.3478 -4.1302 -1.3 1.7 -1.1 0.693
H -0.5320 3.7739 -2.5664 0.0 -0.2 0.4 -0.388
H 1.6898 2.7867 -3.4201 -0.3 0.9 -0.4 -0.422
H 1.6165 4.5738 -3.8109 -0.1 -0.4 0.4 0.602
H 2.2399 2.8721 -5.8329 -1.7 0.8 0.7 0.366
H 0.9059 4.1549 -6.0766 0.2 -0.3 0.2 0.377
H -0.6063 1.3385 -3.5411 0.3 1.1 -0.4 -0.621
H -1.8821 2.1529 -4.2950 -0.6 0.4 -0.1 0.388
C -4.5145 -4.5635 1.0773 -0.6 -1.4 1.8 -0.620
C -3.7534 -3.7882 0.0559 -1.8 1.8 -1.3 2.199
C -2.2896 -3.8565 0.2926 0.8 -0.3 0.9 1.281
S -2.0646 -5.3920 1.2980 -2.7 1.5 -0.7 1.107
O -1.8378 -5.0138 2.6681 0.5 -0.1 0.4 -0.685
O -1.2396 -6.3162 0.6037 1.6 -1.1 -0.5 -0.670
C -3.8055 -5.9496 1.1687 0.9 2.8 0.1 -0.993
H -5.6031 -4.6721 0.9361 0.5 0.0 -0.6 0.482
H -4.4719 -4.0774 2.0624 0.3 0.0 -0.1 0.048
H -4.1090 -2.7209 0.0752 0.5 -0.9 -0.2 -0.800
H -3.9813 -4.1720 -0.9374 -0.1 -0.1 -0.1 -1.133
H -2.0088 -2.9644 0.8820 0.6 -0.6 -0.3 -0.616
H -1.7070 -4.0202 -0.6191 0.1 0.4 0.4 -0.102
H -3.9417 -6.5165 2.0471 -0.6 -0.8 0.9 0.670
H -3.9297 -6.4429 0.2453 0.0 -1.0 -0.9 0.168
C 4.5126 6.9564 2.7072 1.3 1.7 -0.7 -0.671
C 5.3405 5.6137 2.6790 0.1 0.9 0.2 -0.524
C 4.4100 4.4847 2.2954 1.7 -0.4 -1.7 -0.102
S 3.4072 5.3117 1.0196 -0.9 -1.8 -2.0 0.892
O 2.0404 4.7565 1.1542 1.3 0.9 -0.3 -0.473
O 4.0721 5.2332 -0.3027 -0.8 -0.1 1.8 -0.533
C 3.5250 7.0415 1.5105 0.3 -0.4 0.0 -0.667
H 5.2177 7.8585 2.6376 -0.8 -1.3 0.2 0.311
H 3.9448 7.1205 3.6161 0.0 -0.5 0.3 0.330
H 5.7445 5.4614 3.6971 0.2 0.0 -0.7 0.392
H 6.1197 5.6463 1.8794 -0.3 0.2 0.9 0.107
H 3.8375 4.0980 3.0922 -1.2 0.0 0.9 0.253
H 4.9859 3.5815 1.8682 -1.0 1.6 0.1 0.043
H 2.5155 7.3516 1.7779 0.1 0.0 0.2 0.289
H 3.8529 7.6311 0.6157 -0.1 -0.8 0.8 0.391
C -5.2121 2.3216 -0.0765 0.2 -0.7 -1.3 -0.769
C -5.5753 2.6326 -1.5478 0.9 1.2 -0.5 -0.621
C -5.0625 1.4987 -2.4565 -0.9 -2.0 2.8 -0.488
S -3.7150 0.7067 -1.4053 0.5 0.0 -1.7 1.076
O -2.4291 0.6847 -2.0791 0.0 0.4 -0.6 -0.378
O -4.0522 -0.5659 -0.8163 -0.9 0.1 0.2 -0.637
C -3.7328 1.9703 -0.2411 -1.1 -1.1 2.5 0.549
H -5.7826 1.4322 0.2451 0.2 0.4 0.2 0.336
H -5.3108 3.1370 0.6272 -0.3 0.2 0.0 0.452
H -4.9813 3.5258 -1.8618 -0.7 -0.2 0.4 0.158
H -6.6301 2.8229 -1.7013 -0.2 0.0 -0.1 0.579
H -4.6855 1.7307 -3.4032 0.7 0.5 -1.3 0.702
H -5.8587 0.7385 -2.5160 0.4 0.1 -0.2 -0.338
H -3.1789 2.7930 -0.5869 0.9 1.1 -0.5 0.133
H -3.3594 1.5267 0.6812 0.5 0.2 0.1 -0.977
C -0.7248 2.9878 4.3339 0.7 -0.1 0.7 1.065
C -1.3131 3.7425 5.5253 2.6 2.7 -1.1 -0.975
C -0.1453 4.0114 6.4678 0.8 -0.7 1.0 -0.900
S 1.3155 4.2203 5.3962 -0.2 0.5 -0.6 1.352
O 2.3611 3.3208 5.8326 -0.1 0.0 0.0 -0.687
O 1.6202 5.6264 5.2224 0.1 -0.1 0.1 -0.757
C 0.6024 3.6115 3.8376 -0.7 0.6 0.4 0.688
H -1.4897 2.8961 3.5985 -0.3 -0.6 -0.8 -0.073
H -0.3947 2.0534 4.8060 -0.6 -0.4 -0.7 -0.721
H -2.1655 3.3452 5.9457 -1.6 -1.4 1.0 0.746
H -1.5896 4.7915 5.2654 -0.2 -0.6 -0.4 0.235
H 0.2101 3.2367 7.1954 -0.8 0.2 -0.8 0.145
H -0.3350 4.9133 7.0359 0.4 0.3 0.0 0.651
H 1.2653 2.8828 3.3898 0.2 -0.3 0.4 0.201
H 0.5647 4.4266 3.0874 -0.3 -0.2 0.8 -0.616
C 3.0674 -0.8578 5.9546 -1.0 -1.5 -1.5 -0.377
C 3.1794 -0.2837 7.3391 -0.2 1.3 1.0 -0.596
C 1.7132 -0.4637 8.0477 2.4 -1.0 -0.9 -0.894
S 0.5893 -0.4608 6.6340 0.4 -0.1 1.9 1.348
O -0.1392 0.7714 6.7261 -0.9 0.9 -0.3 -0.661
O -0.1346 -1.6959 6.6698 -0.1 -0.7 -0.5 -0.789
C 1.7459 -0.3412 5.3171 0.5 0.0 0.8 1.034
H 3.0321 -1.9857 6.0012 -0.2 1.0 0.1 0.342
H 3.8850 -0.7057 5.2510 0.3 0.5 0.4 0.125
H 3.3536 0.8254 7.2896 0.0 -0.9 0.0 0.145
H 4.0814 -0.7500 7.8267 -1.3 0.5 0.1 0.426
H 1.4290 0.3700 8.7118 0.2 -0.7 -0.2 0.458
H 1.6957 -1.5011 8.4767 -0.4 1.2 -0.1 0.300
H 1.7348 0.7288 5.1242 0.5 0.2 -0.2 -0.546
H 1.3485 -0.8529 4.4641 0.0 -0.5 -0.5 -0.458
C -1.0903 -2.2928 -5.0549 0.4 0.5 -0.7 -0.717
C -1.2238 -2.1756 -3.5123 0.1 -0.4 -1.2 0.978
C -2.5856 -2.7622 -3.2125 -0.2 1.2 1.9 2.223
S -3.5890 -2.5127 -4.6742 -0.8 -1.6 -1.3 1.300
O -4.7829 -1.7285 -4.4699 0.2 0.4 0.5 -0.639
O -3.8017 -3.8311 -5.2983 0.4 1.0 0.7 -0.753
C -2.3769 -1.6528 -5.6805 0.5 -0.3 1.6 -1.104
H -1.0958 -3.3179 -5.4656 0.5 0.2 0.5 0.241
H -0.1886 -1.7434 -5.3431 -0.2 -0.2 -0.4 0.376
H -1.2447 -1.0962 -3.3316 0.2 -0.2 0.5 -0.691
H -0.4476 -2.7020 -2.9026 -0.4 0.6 -0.6 -0.168
H -2.9659 -2.1970 -2.3206 -0.4 -0.7 -0.8 -1.170
H -2.5011 -3.8186 -2.9906 -0.4 -0.3 -0.1 -0.748
H -2.4775 -0.5876 -5.4649 0.1 0.0 -0.1 0.268
H -2.5920 -1.8866 -6.7175 0.1 0.0 0.0 0.636
C 6.2493 -1.3734 0.5015 0.9 1.2 1.3 -0.498
C 5.3667 -0.2683 1.1854 1.0 -1.5 1.3 -0.149
C 4.4259 -0.9807 2.1597 2.2 -0.4 0.4 0.591
S 5.5128 -2.3012 2.9225 -2.1 1.3 -1.5 1.121
O 4.7331 -3.4999 3.0596 0.1 -1.0 -0.1 -0.718
O 6.0283 -1.7504 4.1275 1.5 0.6 0.9 -0.687
C 6.6703 -2.4767 1.4795 -2.4 0.5 0.8 -0.880
H 7.1755 -0.9304 0.1173 -0.5 0.0 -0.4 0.574
H 5.6250 -1.7604 -0.2514 -0.3 -0.8 -1.2 -0.119
H 4.7080 0.1065 0.4355 0.2 1.3 -0.6 -0.282
H 6.0509 0.3832 1.7687 -0.8 0.3 -0.8 0.480
H 3.6532 -1.4720 1.6256 -0.9 -0.5 -0.3 -0.836
H 4.0852 -0.3287 2.9550 -0.2 -0.1 0.2 0.304
H 6.2846 -3.4177 1.1168 0.7 -0.6 -0.1 0.397
H 7.6534 -2.4505 1.8841 0.8 -0.1 0.0 0.517
C -3.1101 6.9578 1.9483 -0.1 0.9 2.6 -0.794
C -2.6517 5.5215 2.1820 1.4 0.3 -1.0 0.329
C -1.3515 5.4465 1.3495 0.8 -1.7 0.7 1.212
S -1.7429 6.2858 -0.1141 0.3 2.6 -0.4 1.384
O -2.3658 5.2951 -0.9295 -0.5 -0.9 -1.2 -0.586
O -0.6912 7.1412 -0.6060 0.3 -0.6 -0.1 -0.810
C -3.0486 7.3651 0.5150 -0.7 -0.8 -0.4 -0.768
H -2.3619 7.5973 2.4632 -0.6 -0.2 0.2 0.297
H -4.1099 7.1596 2.3711 0.5 0.0 0.0 0.434
H -3.3142 4.7855 1.8089 -1.0 -0.6 -0.7 -0.063
H -2.4515 5.1733 3.1759 0.0 0.5 0.8 -0.297
H -1.1399 4.4194 0.9941 -0.1 0.5 0.2 -1.470
H -0.4030 5.7706 1.8075 -0.6 0.5 0.0 0.264
H -3.9525 6.9669 0.0524 0.0 0.4 -0.5 0.325
H -2.9417 8.4610 0.3799 0.3 -0.9 -0.2 0.358
C 0.2939 2.1483 -0.6042 0.4 -0.2 1.0 0.329
C 0.9347 0.8675 -1.2830 -0.2 2.4 0.1 1.100
C 1.3249 -0.0736 -0.2463 1.5 -2.3 1.1 1.383
S 0.2998 0.2106 1.1687 -1.6 0.9 -0.6 0.401
O 0.9424 -0.4064 2.2817 1.0 0.0 1.3 1.251
O -1.0993 -0.1035 1.0192 -0.4 -1.0 -0.8 -0.953
C 0.1576 2.0120 0.9766 1.7 -0.2 -0.9 0.589
H -0.7371 2.2622 -0.9235 0.2 0.2 -0.6 -1.175
H 0.9502 2.9810 -0.8836 -0.6 0.2 0.4 0.942
H 1.7763 1.1683 -1.8976 0.2 0.0 0.1 -0.028
H 0.1979 0.5072 -1.9334 -1.0 -1.0 -0.8 -0.591
H 2.3560 0.0899 0.1709 -0.8 0.1 -0.4 -1.218
H 1.3000 -1.1689 -0.5133 -0.3 1.1 0.4 -0.976
H 0.9486 2.5254 1.5316 -0.1 0.0 -0.4 -0.938
H -0.8300 2.3217 1.3206 0.2 -0.3 0.1 -0.021

(2)
36
Properties=species:S:1:pos:R:3:forces:R:3:mulliken_charge:R:1 method="wB97M-V/def2-TZVPD" homo_lumo_gap_ev=9.15 lumo_energy_ev=-7.282 charge=+2
C -2.7520 0.5607 -0.0951 -1.6 -2.1 -1.8 -0.575
C -1.8751 1.5908 0.2519 -0.7 -3.8 0.5 1.085
C -2.4120 -0.8516 -0.0641 2.6 2.2 1.1 0.188
C -0.8789 -1.0857 0.6586 -3.8 -0.2 -2.1 0.010
C -0.8742 -1.9748 1.6324 1.6 0.0 0.3 -1.101
C -0.5379 1.3159 0.8237 1.5 -1.3 -0.5 -0.768
C 0.0979 -0.0127 0.1957 -2.3 0.4 -0.7 0.871
C 3.6720 0.6910 0.4762 3.2 -1.9 -2.6 -1.052
C 2.8845 -0.3014 -1.6624 2.3 -0.5 -1.1 -1.038
C -3.4663 3.1424 -0.3775 -2.4 0.7 -0.4 -0.937
C -2.9085 -3.0724 -0.7473 0.2 -1.4 -0.6 -0.749
C 1.5183 -0.4151 0.4741 0.3 2.4 -1.3 -1.899
N 2.5402 0.3648 -0.4308 -2.5 0.9 2.7 0.097
O -2.2060 2.7925 0.1985 -0.4 2.8 -0.1 -0.309
O -3.2385 -1.7341 -0.5244 0.6 3.3 0.8 -0.352
H -3.7435 0.7847 -0.6230 1.6 -0.4 1.1 0.413
H 0.0065 -2.1105 2.2647 -0.1 0.0 -0.1 0.328
H -1.6690 -2.6555 1.8579 -0.5 0.0 0.0 0.311
H 0.0619 2.1756 0.6193 0.6 0.7 0.1 0.360
H -0.6091 1.1380 1.8888 -0.1 0.3 0.4 0.357
H -0.0648 0.1270 -0.9163 0.4 -0.5 0.9 0.461
H 3.6198 1.5823 0.9715 -1.1 2.1 1.6 0.399
H 3.9765 -0.1527 1.0916 -0.6 0.0 0.2 0.436
H 4.5986 0.8426 -0.1218 -0.7 -0.1 -0.1 0.425
H 3.1923 0.4586 -2.3077 0.7 1.4 -1.1 0.511
H 3.7594 -0.9816 -1.6791 -0.6 0.3 1.1 0.383
H 2.1476 -0.7696 -2.2389 -1.9 -0.8 0.1 0.393
H -3.5369 2.6856 -1.3763 0.4 1.0 -0.1 0.447
H -3.6989 4.2505 -0.2911 1.1 -1.4 -0.4 0.276
H -4.3493 2.6670 0.0918 0.8 0.0 0.7 0.391
H -1.8781 -3.1511 -1.1069 -0.3 -0.1 -0.3 0.337
H -2.9440 -3.5571 0.2101 -0.4 -0.7 0.2 0.368
H -3.6955 -3.4015 -1.4652 1.0 -0.2 0.7 0.289
H 1.7254 -1.3754 0.1666 0.0 -2.5 -0.1 0.528
H 1.8498 -0.2051 1.4517 0.1 -0.1 1.3 0.717
H 1.9934 1.2404 -0.6236 1.1 -0.7 -0.2 0.398

(3)
56
Properties=species:S:1:pos:R:3:forces:R:3:mulliken_charge:R:1 method="wB97M-V/def2-TZVPD" homo_lumo_gap_ev=8.39 smiles="O=C(CSc1nnc(CNc2ccc(F)cc2)n1C[C@@H]1CCCO1)N1CCOCC1" lumo_energy_ev=0.560 de_lowest_kcal_mol=16.6
O 2.8398 -1.2030 1.2956 -0.1 -0.3 0.1 -0.641
C 3.0521 -0.0041 1.3498 0.2 0.1 0.1 0.402
C 2.4932 0.8032 2.5165 -0.5 -0.1 -0.2 -0.470
S 0.7643 0.2815 2.7343 0.0 0.1 0.5 -0.223
C 0.2761 0.5604 1.0897 -0.1 0.1 0.0 0.412
N 0.9243 1.3051 0.2349 0.2 0.1 0.9 -0.050
N 0.2389 1.2687 -0.9198 -0.5 0.0 -1.1 -1.036
C -0.8106 0.5119 -0.7597 0.0 -0.2 0.0 1.072
C -1.8582 0.3140 -1.8055 -0.1 0.1 0.0 -1.213
N -2.8899 1.3271 -1.7154 0.3 0.4 -0.5 -0.178
C -3.9984 1.2206 -0.9015 -0.4 0.0 0.2 0.714
C -4.6162 -0.0054 -0.6298 0.2 0.2 -0.1 -0.283
C -5.7653 -0.0610 0.1355 -0.2 0.2 0.2 -0.635
C -6.3113 1.1094 0.6274 0.1 0.0 -0.1 0.234
F -7.4349 1.0514 1.3818 0.0 0.0 0.0 -0.343
C -5.7352 2.3385 0.3637 -0.2 -0.2 0.1 -0.654
C -4.5835 2.3865 -0.3943 0.1 -0.2 0.0 -0.594
N -0.8425 0.0244 0.5226 0.7 0.5 -0.2 0.488
C -1.7575 -0.8919 1.1467 -0.4 -0.8 -0.1 -1.247
C -1.5220 -2.3620 0.7421 0.0 0.2 0.5 0.502
C -0.0608 -2.8301 0.8569 -0.1 0.0 -0.1 -0.876
C 0.4143 -2.8527 -0.5949 -0.2 0.0 0.0 -0.083
C -0.8762 -3.2075 -1.3247 0.3 -0.2 -0.2 -0.710
O -1.9122 -2.5493 -0.6139 -0.2 0.2 0.1 -0.477
N 3.7740 0.6350 0.4118 0.4 -0.1 -0.2 0.325
C 4.0448 2.0504 0.2891 0.2 0.2 -0.1 -0.449
C 5.5118 2.2442 -0.1217 -0.2 0.2 0.3 -0.724
O 5.8289 1.5523 -1.3025 0.0 0.1 -0.2 -0.383
C 5.5838 0.1724 -1.1527 -0.3 -0.2 0.0 -0.762
C 4.1208 -0.0878 -0.8008 0.3 -0.2 -0.1 -0.667
H 3.0027 0.5357 3.4420 0.0 0.0 0.0 0.420
H 2.4889 1.8777 2.3690 0.1 -0.1 0.0 0.351
H -1.3735 0.4109 -2.7811 0.0 -0.1 0.2 0.296
H -2.2975 -0.6773 -1.7144 0.1 0.1 -0.1 0.139
H -2.5171 2.2654 -1.7766 0.0 -0.1 0.0 0.292
H -4.2128 -0.9241 -1.0263 0.1 -0.1 0.0 0.468
H -6.2413 -1.0054 0.3473 -0.1 -0.1 0.0 0.437
H -6.1835 3.2381 0.7543 -0.1 0.1 0.1 0.424
H -4.1233 3.3410 -0.6060 0.0 0.1 0.0 0.321
H -2.7803 -0.6139 0.8768 0.2 0.0 0.2 -0.043
H -1.6341 -0.7992 2.2283 -0.1 0.0 -0.1 0.535
H -2.1832 -2.9644 1.3814 0.1 0.1 -0.1 0.507
H -0.0284 -3.8351 1.2771 0.0 0.0 0.0 0.415
H 0.5498 -2.1812 1.4777 0.0 0.0 0.1 0.130
H 0.7698 -1.8679 -0.8999 0.0 0.0 0.0 -0.161
H 1.2063 -3.5759 -0.7659 0.1 0.0 0.0 0.558
H -1.0488 -4.2925 -1.3014 0.0 0.1 -0.1 0.342
H -0.9101 -2.8629 -2.3598 0.0 0.0 0.0 0.347
H 3.3801 2.4696 -0.4754 0.0 0.0 0.1 0.269
H 3.8819 2.5717 1.2291 0.0 0.0 -0.1 0.340
H 6.1631 1.9007 0.6984 0.0 0.1 -0.1 0.349
H 5.7100 3.2985 -0.3212 0.0 0.0 0.1 0.371
H 6.2323 -0.2401 -0.3643 -0.1 0.0 -0.1 0.358
H 5.8369 -0.2900 -2.1076 0.0 0.0 0.1 0.351
H 3.4775 0.2680 -1.6145 0.0 0.0 0.0 0.329
H 3.9427 -1.1496 -0.6284 0.0 0.1 -0.1 0.406